1.
Density functional theory data (wB97M-V/def2-TZVPD) for a cluster of 2 separate species, C5H12O2PS in total.

As for the charge: -1. The LUMO energy comes out at 0.133 Eh. As for the largest force on an atom: 3.78 eV Å⁻¹.

XYZ file:
```
21
Properties=species:S:1:pos:R:3:nbo_charge:R:1
S -1.1600 -3.8625 -0.5191 -0.5991
P -1.1625 -1.6604 0.0178 1.2698
O -2.8457 -1.3116 -0.1955 -0.8295
O -0.5092 -0.9428 -1.1086 -1.1831
C 0.6624 1.6114 1.3628 -0.3830
C 2.6727 0.9730 -0.9795 -0.6222
C 1.4327 2.5120 0.7143 -0.2105
C -3.6854 -2.0293 0.5681 -0.2444
C 1.7226 2.2481 -0.6926 -0.4496
H 2.2752 3.1856 -1.1290 0.1769
H -3.7497 -3.0371 0.3044 0.1508
H -4.6853 -1.6191 0.3743 0.1636
H 0.0443 0.9666 0.7953 0.2223
H 0.2204 -3.7275 -0.4372 0.1347
H 2.9924 0.6111 0.0102 0.2024
H 2.0667 0.1129 -1.4418 0.2543
H -3.2739 -2.0827 1.6287 0.1473
H 3.5718 1.1944 -1.5619 0.1887
H 0.7520 2.0300 -1.2636 0.2383
H 2.1162 3.3176 1.1009 0.1857
H 0.5426 1.5102 2.4521 0.1864
```

***

2.
Density functional theory data (wB97M-V/def2-TZVPD) for a structure of composition C4H6N2O.

The LUMO energy comes out at 0.036 Eh. As for the largest force on an atom: 1.11 eV Å⁻¹.

XYZ file:
```
13
Properties=species:S:1:pos:R:3:nbo_charge:R:1
O 1.1543 -0.2242 -0.7756 -0.3825
N 0.2999 0.8798 -0.4133 -0.1361
N -1.1802 -0.7963 0.6287 -0.3865
C 0.0393 -1.0765 -1.0725 0.0085
C 0.6436 1.4949 0.8455 -0.4406
C -0.9083 0.0733 -0.5279 0.0462
C -0.4285 -1.7356 0.1870 0.0763
H -1.7566 0.5874 -0.9675 0.2018
H 0.1147 -1.5644 -2.0396 0.2026
H 0.6418 0.7938 1.6865 0.1905
H -0.1584 -2.6477 0.6912 0.1920
H -0.0939 2.2760 1.0219 0.2148
H 1.6324 1.9394 0.7357 0.2131
```

***

no.,DFT total energy (a.u.)
1,-1087.7611
2,-340.6113